Computed, not measured: the ion C4H11N2O with charge +1 in a non-equilibrium geometry, with ωB97M-V/def2-TZVPD.

```
18
Properties=species:S:1:pos:R:3:nbo_charge:R:1
C 1.13 0.00 -0.03 0.542
C -1.07 0.18 1.40 -0.624
C -1.10 0.52 -1.08 -0.689
C -0.47 -0.21 0.03 0.194
N 1.67 1.18 0.05 -0.740
N 1.73 -1.15 -0.04 -0.733
O -0.73 -1.61 -0.10 -0.687
H -2.21 0.06 1.23 0.252
H -0.75 -0.47 2.18 0.242
H -0.96 1.30 1.60 0.221
H -0.36 0.47 -1.95 0.227
H -1.37 1.57 -0.98 0.263
H -2.01 0.04 -1.62 0.263
H 1.18 1.95 0.51 0.441
H 2.73 1.22 0.11 0.431
H 0.90 -1.84 -0.11 0.453
H 2.69 -1.48 -0.16 0.444
H -1.00 -1.73 -1.05 0.502
```

Properties
Kohn-Sham gap: 12.420 eV
Charge: +1
Structure (SMILES): CC(C)(O)C(N)=[NH2+]
HOMO: -15.64 eV